# C42H87ClN12O6P4

A cluster of 5 separate species, C42H87ClN12O6P4 in total in a non-equilibrium geometry (ωB97M-V/def2-TZVPD, the Open Molecules 2025 dataset).

Geometry as XYZ:
```
152
C42H87ClN12O6P4 | the Open Molecules 2025 dataset | ωB97M-V/def2-TZVPD
C -2.10791 4.64643 -4.19940
C -2.77828 5.98543 -4.35139
C -2.03491 7.15758 -4.38843
C -2.61512 8.41426 -4.53187
C -1.79115 9.68252 -4.57076
C -0.86712 9.90402 -3.37105
C -1.58558 9.81398 -2.03457
Cl 0.61088 8.88332 -3.38039
C -4.00885 8.45661 -4.60694
C -4.76556 7.28411 -4.53768
C -4.16670 6.04635 -4.42452
C -6.25991 7.39290 -4.57015
O -6.97130 6.63217 -5.18774
C -6.78705 8.56062 -3.79686
C -7.91574 8.49808 -2.99915
C -8.27430 9.63781 -2.29955
C -7.55183 10.81477 -2.41922
C -6.42275 10.88240 -3.22306
C -6.04740 9.73301 -3.89555
C -4.81239 9.71294 -4.74763
O -4.53710 10.62235 -5.49957
H -2.82278 3.85126 -4.40755
H -1.76643 4.49165 -3.17569
H -1.28793 4.52338 -4.90522
H -0.96348 7.05314 -4.29859
H -2.48291 10.52239 -4.54176
H -1.23600 9.78577 -5.50295
H -0.51322 10.93013 -3.46348
H -0.86637 10.06066 -1.25341
H -1.98793 8.82073 -1.84995
H -2.35340 10.58725 -1.98485
H -4.74214 5.13215 -4.38279
H -8.47603 7.57884 -2.90774
H -9.12800 9.64628 -1.63506
H -7.85416 11.69627 -1.87041
H -5.85509 11.79640 -3.32168
C -0.56017 2.46179 0.44644
N -1.29087 1.33594 -0.07876
C -2.56909 1.11404 0.56569
P -0.91000 0.24567 -1.36582
O -1.86976 0.78936 -2.38449
N 0.53712 0.50449 -2.28008
C 1.69856 1.26721 -1.85551
C 0.36414 0.62993 -3.72821
N -0.17210 -0.82676 -0.30585
C 0.55643 -0.50569 0.90466
C 0.12310 -2.15342 -0.85615
H -0.36426 2.34325 1.52200
H -1.11535 3.39882 0.30748
H 0.40445 2.59340 -0.03423
H -2.51577 0.30042 1.30682
H -3.33769 0.85081 -0.16604
H -2.91059 2.01428 1.07831
H 1.46498 2.30681 -1.60594
H 2.43051 1.30655 -2.66341
H 2.23079 0.78971 -1.02969
H 0.07114 1.64459 -4.02684
H -0.38882 -0.05991 -4.09579
H 1.30094 0.37889 -4.23191
H 1.16908 0.39278 0.83174
H 1.22369 -1.32552 1.17140
H -0.12405 -0.37284 1.75172
H 1.09203 -2.16398 -1.37008
H -0.64204 -2.45226 -1.57549
H 0.13447 -2.91308 -0.07305
C 2.72035 -3.43623 5.33268
N 1.82636 -4.16004 4.46240
C 0.44073 -4.16020 4.90503
P 2.11739 -4.97168 2.98877
O 1.44296 -4.07644 2.00275
N 3.71638 -4.88487 2.33183
C 4.93991 -4.58505 3.05830
C 3.80856 -4.36290 0.96705
N 2.36879 -6.46230 3.71697
C 2.92566 -6.69473 5.03394
C 2.41826 -7.60954 2.80867
H 2.70639 -3.85154 6.34989
H 2.44121 -2.37743 5.39835
H 3.75099 -3.46997 4.99495
H 0.16305 -5.09984 5.40200
H -0.23522 -4.01854 4.05950
H 0.25002 -3.34447 5.60140
H 4.91537 -3.61668 3.56538
H 5.78036 -4.54209 2.36459
H 5.20930 -5.37511 3.76314
H 3.80234 -3.26486 0.95387
H 2.98531 -4.72068 0.35715
H 4.72564 -4.69934 0.47669
H 3.73904 -6.01591 5.28965
H 3.32410 -7.70726 5.08148
H 2.16489 -6.61074 5.81577
H 3.42681 -7.76502 2.40797
H 1.74196 -7.45823 1.96584
H 2.09406 -8.52172 3.31153
C -4.89406 -1.04980 7.32146
N -4.00244 -1.42299 6.25047
C -2.83800 -0.56599 6.12759
P -4.07245 -2.72347 5.13627
O -2.95616 -3.59157 5.61134
N -5.36381 -3.85923 5.31056
C -6.62595 -3.63251 5.99550
C -4.96674 -5.26227 5.45515
N -4.86538 -1.82472 3.96105
C -5.79590 -0.73772 4.18627
C -4.94399 -2.44755 2.63759
H -5.26077 -0.02170 7.19343
H -4.39330 -1.10954 8.29538
H -5.76861 -1.68908 7.37735
H -2.95697 0.16832 5.31679
H -1.93937 -1.15221 5.91864
H -2.65602 -0.01947 7.05323
H -6.50415 -3.35347 7.04572
H -7.21730 -4.54858 5.99241
H -7.25385 -2.90226 5.47970
H -4.69370 -5.51436 6.48716
H -4.12318 -5.49976 4.81549
H -5.79248 -5.90826 5.14855
H -6.45925 -0.89950 5.03576
H -6.42474 -0.61535 3.30556
H -5.27788 0.21294 4.34628
H -5.81322 -3.10996 2.55353
H -4.04949 -3.04094 2.44151
H -4.99820 -1.69255 1.85205
C 8.55722 -2.66990 -5.27862
N 8.73310 -3.47041 -4.09129
C 9.96180 -4.24164 -4.07825
P 7.75600 -3.62482 -2.68996
O 8.58547 -2.91716 -1.67153
N 6.32643 -2.66133 -2.57415
C 5.60239 -2.06371 -3.68900
C 6.18221 -1.76699 -1.41899
N 6.90212 -4.94015 -3.32162
C 6.60426 -5.15340 -4.72483
C 6.04413 -5.68485 -2.40344
H 8.55673 -3.29459 -6.18288
H 9.35955 -1.92946 -5.38151
H 7.62111 -2.12130 -5.27666
H 9.78441 -5.29319 -4.34997
H 10.42546 -4.22470 -3.08899
H 10.68828 -3.83036 -4.77927
H 6.21670 -1.38646 -4.28867
H 4.77186 -1.46612 -3.31279
H 5.12885 -2.81165 -4.32792
H 6.69996 -0.81462 -1.59054
H 6.55949 -2.19955 -0.49720
H 5.12829 -1.54215 -1.23887
H 6.35720 -4.24051 -5.26413
H 5.74734 -5.82000 -4.81237
H 7.43823 -5.63140 -5.24829
H 5.05799 -5.21160 -2.31972
H 6.48114 -5.72852 -1.40463
H 5.91368 -6.71567 -2.73563
```

Computed properties:
HOMO level = -7.9 eV
SMILES = Cc1cc(C[C@@H](C)Cl)c2c(c1)C(=O)c1ccccc1C2=O.CN(C)P(=O)(N(C)C)N(C)C.CN(C)P(=O)(N(C)C)N(C)C.CN(C)P(=O)(N(C)C)N(C)C.CN(C)P(=O)(N(C)C)N(C)C
LUMO energy = -0.326 eV
HOMO-LUMO gap = 7.56 eV

# C42H89Br2N4O2S2

A cluster of 4 separate species, C42H89Br2N4O2S2 in total (ωB97M-V/def2-TZVPD, the Open Molecules 2025 dataset).

Geometry as XYZ:
```
141
C42H89Br2N4O2S2 | the Open Molecules 2025 dataset | ωB97M-V/def2-TZVPD
C 9.69503 -3.47682 2.45280
C 8.55692 -2.47490 2.59626
S 6.94330 -3.23943 2.90246
C 6.32223 -3.34131 1.22573
C 5.44737 -2.20496 0.64191
S 5.74202 -0.67575 1.59150
N 3.99120 -2.57806 0.70353
C 3.16600 -2.42570 1.94438
N 2.63358 -3.62618 2.49869
C 3.48422 -4.79988 2.58024
C 3.54256 -3.04875 -0.40662
C 2.13420 -3.40609 -0.68720
C 1.23806 -2.12873 -0.78391
C 0.09055 -2.04803 0.23757
C -1.32017 -2.26978 -0.36535
C -2.19979 -1.00902 -0.40106
C -3.24492 -0.89733 0.73099
C -4.62056 -0.45133 0.21718
C -5.52293 -1.59394 -0.23122
C -5.74831 -2.69160 0.81063
C -6.94220 -3.56431 0.47572
O -8.11406 -2.90777 0.91079
C -9.30990 -3.63167 0.67403
C 4.67202 -3.27202 -1.39195
O 5.03942 -4.58640 -1.04830
C 4.30465 -3.13297 -2.88067
N 4.10900 -4.45670 -3.48765
C 5.63526 -2.09158 -0.92518
N 4.88340 -0.93568 -1.42642
C 7.06589 -2.16228 -1.46308
Br 7.67649 -3.85345 -2.10335
C 7.97656 -1.18776 -1.64757
C 9.35497 -1.38743 -2.20931
Br 7.64327 0.63501 -1.27042
H 9.41754 -4.32393 1.82778
H 10.01154 -3.84085 3.42896
H 10.56010 -2.98679 2.00030
H 8.72726 -1.81984 3.45211
H 8.48071 -1.81824 1.72723
H 5.75356 -4.26008 1.15530
H 7.17542 -3.46081 0.56504
H 4.64664 -0.02271 1.18546
H 2.34394 -1.75511 1.69294
H 3.80338 -1.92563 2.66876
H 1.71751 -3.84329 2.14181
H 3.85340 -5.14888 1.60749
H 2.91280 -5.61704 3.01682
H 4.32892 -4.60412 3.24203
H 1.74350 -4.10046 0.05716
H 2.11118 -3.93357 -1.63948
H 1.88154 -1.24895 -0.70473
H 0.82811 -2.09946 -1.79209
H 0.24628 -2.75814 1.05195
H 0.10667 -1.05396 0.69093
H -1.82566 -3.03531 0.22420
H -1.20780 -2.65515 -1.37972
H -2.73574 -0.98648 -1.35320
H -1.56996 -0.11641 -0.38424
H -2.89105 -0.19020 1.48249
H -3.32349 -1.86711 1.22292
H -5.11735 0.16696 0.96813
H -4.45281 0.20264 -0.64264
H -6.50007 -1.18097 -0.49757
H -5.11003 -2.02829 -1.14952
H -4.86361 -3.32961 0.88206
H -5.89310 -2.23639 1.79318
H -6.98805 -3.71727 -0.61113
H -6.85410 -4.54493 0.95939
H -10.01662 -2.98590 0.15245
H -9.74260 -3.94273 1.62665
H -9.12480 -4.52004 0.06729
H 5.47074 -5.00102 -1.80742
H 3.42495 -2.49201 -2.97693
H 5.13909 -2.65715 -3.39581
H 3.61234 -5.07831 -2.86311
H 3.55644 -4.38425 -4.33052
H 5.00300 -0.16012 -0.78810
H 5.28499 -0.60726 -2.29552
H 9.30371 -1.77256 -3.22800
H 9.89743 -2.12176 -1.60987
H 9.91363 -0.45829 -2.19210
C -3.21908 1.17788 -3.64918
C -3.68328 2.25787 -2.67216
C -5.12985 2.69884 -2.87993
C -5.41771 3.32249 -4.24662
C -4.55978 4.53981 -4.58769
C -4.74259 5.70494 -3.61964
H -3.22928 1.53607 -4.67908
H -2.19442 0.87705 -3.41965
H -3.85374 0.29045 -3.58852
H -3.01103 3.11749 -2.73927
H -3.58003 1.87577 -1.65309
H -5.40211 3.40351 -2.08984
H -5.78676 1.83268 -2.74750
H -6.47221 3.61175 -4.27858
H -5.29150 2.56771 -5.02778
H -4.81616 4.87058 -5.59693
H -3.50380 4.25653 -4.62297
H -5.78661 6.02220 -3.58710
H -4.14323 6.56374 -3.92320
H -4.44234 5.43937 -2.60478
C 5.98001 3.56595 1.04757
C 4.85151 3.65458 0.02407
C 5.31562 4.11107 -1.35798
C 5.93442 5.50935 -1.39454
C 5.02734 6.62213 -0.87201
C 3.73727 6.78318 -1.67061
H 6.44241 4.53475 1.23405
H 5.61141 3.19069 2.00410
H 6.75810 2.88478 0.69691
H 4.06899 4.31920 0.39757
H 4.38329 2.66809 -0.07937
H 4.46994 4.06660 -2.04942
H 6.05331 3.39541 -1.74001
H 6.21471 5.73510 -2.42753
H 6.86741 5.51240 -0.82455
H 5.58451 7.56099 -0.90043
H 4.78667 6.44773 0.18047
H 3.95359 6.98526 -2.72142
H 3.14242 7.61259 -1.28816
H 3.11548 5.88748 -1.62299
C -8.94534 3.74300 5.45524
C -9.07585 2.24533 5.19482
C -7.73366 1.53558 5.02604
C -6.89384 2.02780 3.84589
C -7.58530 1.93612 2.48656
C -7.95654 0.51046 2.08890
H -8.47176 4.25931 4.61889
H -9.92326 4.20006 5.60884
H -8.34551 3.93113 6.34813
H -9.69960 2.08098 4.31203
H -9.60808 1.78297 6.02971
H -7.91000 0.46110 4.92629
H -7.14941 1.66006 5.94325
H -5.96800 1.44280 3.81205
H -6.58787 3.06284 4.02102
H -6.91519 2.35550 1.72993
H -8.47973 2.56445 2.47664
H -7.07078 -0.12637 2.06134
H -8.40737 0.49108 1.09565
H -8.67067 0.06604 2.78225
```

Computed properties:
HOMO level = -10.9 eV
LUMO energy = -3.071 eV
charge = +1
HOMO-LUMO gap = 7.86 eV